106
Properties=species:S:1:pos:R:3:forces:R:3 method="wB97M-V/def2-TZVPD" e_tot_ha=-6358.0425 orbital_gap_ev=7.660 charge=+1 e_above_lowest_kj_mol=61.8 largest_force_ha_per_bohr=0.00471 homo_energy_ha=-0.3787 lumo_energy_ev=-2.64
Ga -0.2266 0.9117 0.1747 -0.014 0.054 0.156
C -2.3684 1.8162 -0.2402 -0.009 -0.015 -0.056
C -1.4502 2.9047 -0.2788 0.048 -0.029 -0.032
C -0.9017 3.0227 1.0525 0.039 0.034 -0.026
C -1.5104 1.9975 1.8347 -0.046 -0.016 0.032
C -2.4122 1.2526 1.0516 -0.026 -0.016 -0.034
C -3.3249 0.1351 1.5076 0.032 -0.016 0.011
C -2.7393 -0.5762 2.7290 0.009 -0.009 -0.010
C -4.6908 0.7328 1.8717 0.004 -0.010 0.018
C -3.5107 -0.8892 0.3843 -0.039 0.030 -0.015
C 0.0208 4.0491 1.7198 0.014 -0.017 0.017
C 0.4928 3.5272 3.0858 0.003 0.010 -0.007
C 1.2895 4.3542 0.9179 -0.014 -0.010 0.003
C -0.7690 5.3387 1.9974 0.004 -0.016 0.004
C -1.2016 3.6566 -1.5967 -0.008 0.006 -0.021
C -2.2669 3.2486 -2.6263 0.030 -0.018 -0.005
C 0.1585 3.2900 -2.2147 -0.021 0.032 -0.011
C -1.3125 5.1783 -1.4450 -0.025 -0.017 0.017
H -2.9512 1.4749 -1.0798 0.022 -0.025 0.011
H -1.3072 1.8194 2.8771 0.011 -0.002 -0.005
H -2.6449 0.1007 3.5789 0.007 -0.008 0.001
H -1.7466 -0.9805 2.5062 0.010 0.000 0.001
H -3.3904 -1.3984 3.0352 -0.016 -0.001 0.009
H -4.5889 1.4590 2.6792 -0.001 0.003 0.000
H -5.3815 -0.0486 2.1974 -0.003 -0.001 0.003
H -5.1289 1.2442 1.0132 -0.001 -0.001 -0.002
H -2.5395 -1.2886 0.0785 0.001 0.043 0.011
H -3.9828 -0.4422 -0.4924 0.006 -0.004 -0.003
H -4.1516 -1.7077 0.7236 -0.006 -0.013 -0.001
H 0.9946 2.5627 2.9979 0.009 -0.016 0.002
H -0.3328 3.4351 3.7927 0.010 -0.004 0.002
H 1.2023 4.2394 3.5103 -0.005 0.003 0.003
H 1.8597 3.4376 0.7404 0.000 0.006 -0.002
H 1.9228 5.0382 1.4862 -0.001 -0.003 0.003
H 1.0875 4.8230 -0.0399 -0.011 0.015 -0.017
H -1.6343 5.1180 2.6251 -0.003 0.004 0.000
H -1.1288 5.8176 1.0920 -0.007 0.007 -0.038
H -0.1370 6.0518 2.5315 0.001 -0.001 -0.002
H -2.2034 2.1880 -2.8806 0.000 0.068 0.028
H -2.1067 3.8129 -3.5466 0.003 -0.001 -0.009
H -3.2752 3.4648 -2.2687 -0.005 0.007 0.001
H 0.1731 2.2312 -2.4863 0.005 -0.033 -0.011
H 0.9914 3.4738 -1.5404 0.010 0.003 0.004
H 0.3229 3.8705 -3.1265 -0.002 -0.001 0.004
H -2.2592 5.4526 -0.9762 0.001 0.003 0.006
H -1.2797 5.6417 -2.4331 0.000 0.001 0.000
H -0.5046 5.6080 -0.8612 0.017 0.003 0.026
C 3.6760 -0.5324 4.3651 0.025 0.035 0.006
As 2.6477 -0.0520 2.7693 0.011 -0.045 0.101
C 4.0736 -0.3676 1.4629 0.028 0.053 0.006
C 1.6353 -1.7569 2.5832 -0.012 0.020 -0.096
C 2.4097 -3.0298 2.6957 0.026 0.001 0.007
C 3.2100 -3.4980 1.6479 -0.042 0.015 -0.066
C 3.9073 -4.6958 1.7529 -0.018 0.018 0.003
C 3.8283 -5.4488 2.9161 -0.006 -0.006 0.009
C 3.0525 -4.9887 3.9712 -0.006 -0.024 0.006
C 2.3528 -3.7952 3.8606 -0.032 -0.005 -0.007
H 4.1687 -1.4982 4.2525 -0.003 0.003 -0.011
H 3.0180 -0.5589 5.2331 -0.001 -0.001 0.001
H 4.4295 0.2365 4.5326 0.002 -0.006 0.014
H 4.6328 -1.2778 1.6734 0.007 0.014 0.012
H 4.7544 0.4829 1.5080 -0.012 -0.006 -0.017
H 3.6536 -0.4176 0.4575 -0.011 -0.001 -0.022
H 1.1392 -1.6682 1.6130 0.010 -0.016 0.006
H 0.8583 -1.7152 3.3490 -0.012 0.018 0.001
H 3.3025 -2.9062 0.7443 -0.053 -0.035 -0.027
H 4.5219 -5.0333 0.9278 -0.006 0.002 0.001
H 4.3733 -6.3789 3.0031 0.001 -0.002 0.001
H 2.9906 -5.5626 4.8866 0.002 -0.001 0.006
H 1.7462 -3.4502 4.6901 0.005 0.008 0.012
N -0.3321 -1.9367 -1.9831 -0.035 0.084 0.058
C 0.0324 -1.2091 -2.9768 -0.020 -0.221 -0.097
C 1.4543 -1.0590 -3.3899 0.037 0.134 0.131
C 2.3654 -0.4823 -2.5078 0.008 0.033 -0.042
C 3.6965 -0.3503 -2.8767 0.003 -0.012 0.006
C 4.1210 -0.8069 -4.1158 0.016 0.006 0.011
C 3.2135 -1.3821 -4.9957 -0.010 -0.006 0.005
C 1.8788 -1.4971 -4.6420 -0.025 -0.056 0.020
C -1.0226 -0.5238 -3.7589 0.020 0.038 0.009
C -2.3732 -0.8161 -3.5550 -0.018 0.020 0.054
C -3.3492 -0.1609 -4.2813 0.020 -0.004 -0.043
C -2.9898 0.7943 -5.2270 -0.003 -0.017 -0.014
C -1.6537 1.0957 -5.4329 0.003 -0.013 -0.016
C -0.6730 0.4425 -4.7010 0.001 0.006 -0.017
H 2.0204 -0.1086 -1.5492 0.010 0.008 0.002
H 4.3998 0.1136 -2.1974 0.001 0.001 -0.001
H 5.1600 -0.7086 -4.4011 -0.002 0.002 0.001
H 3.5457 -1.7348 -5.9628 -0.005 0.000 -0.003
H 1.1653 -1.9304 -5.3321 0.002 -0.001 0.000
H -2.6536 -1.5618 -2.8241 0.002 -0.015 0.001
H -4.3924 -0.3995 -4.1228 -0.007 0.002 0.011
H -3.7543 1.3030 -5.7989 -0.005 0.004 0.003
H -1.3706 1.8461 -6.1587 0.000 -0.002 -0.003
H 0.3677 0.6921 -4.8585 -0.015 0.016 0.001
S 0.8658 -2.7166 -1.0753 -0.016 -0.111 -0.084
C -0.2307 -3.6763 -0.1458 0.013 0.068 0.013
N -1.5361 -3.7076 -0.3223 -0.004 -0.024 0.019
C -2.1953 -4.5228 0.7034 0.019 -0.010 -0.007
C -0.9960 -5.1440 1.4567 -0.007 0.053 0.044
N 0.1502 -4.4638 0.8424 0.114 -0.092 -0.057
H -1.9807 -3.0411 -0.9351 0.003 -0.033 -0.048
H -2.8262 -5.2771 0.2393 -0.009 0.001 0.016
H -2.8067 -3.8930 1.3479 0.000 0.028 0.007
H -0.9243 -6.2202 1.3107 0.004 0.002 -0.028
H -1.0259 -4.9335 2.5239 0.006 -0.021 0.007
H 1.1120 -4.5600 1.1487 -0.040 0.062 0.033

117
Properties=species:S:1:pos:R:3:forces:R:3 method="wB97M-V/def2-TZVPD" e_tot_ha=-2588.3001 orbital_gap_ev=5.299 charge=-1 largest_force_ha_per_bohr=0.01359 homo_energy_ha=-0.1388 lumo_energy_ev=1.52
N -7.4067 0.0914 0.5624 -0.327 -0.332 0.093
B -8.4998 0.6347 -0.3184 0.216 0.024 -0.088
O -8.1666 0.5899 -1.6896 -0.682 0.107 -0.109
B -9.9711 1.2441 0.4184 -0.035 0.058 0.094
O -9.6289 2.3304 1.3655 0.048 0.032 0.038
O -11.0510 1.6642 -0.5343 0.103 0.007 -0.080
C -12.1622 0.8366 -0.3446 0.034 -0.111 0.023
C -11.5923 -0.3926 0.3690 -0.042 0.041 -0.055
O -10.6012 0.1247 1.2069 0.095 -0.062 -0.111
H -7.8654 -0.2548 1.4029 0.026 0.165 0.079
H -6.8717 0.8917 0.8957 0.093 -0.013 -0.100
H -7.9492 -0.3068 -1.9624 0.561 0.043 0.174
H -9.7002 3.1559 0.8814 -0.053 0.024 -0.003
H -12.9286 1.3249 0.2807 0.010 -0.034 -0.005
H -12.6195 0.5756 -1.3098 -0.037 0.027 0.034
H -11.1629 -1.0759 -0.3876 -0.014 -0.016 0.005
H -12.3395 -0.9583 0.9386 -0.002 0.064 0.045
N -3.9596 0.5311 -3.7379 0.006 -0.027 0.002
C -5.1297 0.6188 -3.0244 -0.014 -0.029 0.005
C -4.8813 0.1882 -1.7502 0.020 0.046 0.010
C -3.5067 -0.1675 -1.6955 0.082 -0.054 0.051
C -2.9607 0.0513 -2.9334 0.005 0.042 -0.026
H -3.8522 0.7786 -4.7029 -0.024 0.072 0.012
H -6.0454 0.9755 -3.4657 0.011 0.027 0.008
H -5.6084 0.1351 -0.9537 -0.007 -0.070 -0.033
H -2.9843 -0.5559 -0.8347 0.002 -0.025 -0.019
H -1.9598 -0.0943 -3.3053 -0.007 0.009 -0.015
N -1.3230 -0.8638 1.6430 -0.025 0.002 -0.028
C -2.5003 -0.7735 2.3319 -0.007 0.033 -0.015
C -2.2659 -1.1929 3.6172 -0.006 -0.016 -0.017
C -0.8947 -1.5621 3.7007 0.001 0.048 0.004
C -0.3410 -1.3489 2.4639 0.017 0.031 -0.071
H -1.2037 -0.6151 0.6770 -0.008 0.008 -0.002
H -3.4006 -0.4230 1.8531 -0.012 -0.027 0.008
H -2.9996 -1.2438 4.4045 0.002 -0.006 -0.005
H -0.3789 -1.9449 4.5660 -0.001 0.009 -0.001
H 0.6602 -1.5024 2.0959 -0.012 -0.044 -0.002
N -4.3726 0.4531 -7.8704 -0.019 0.066 0.023
C -5.4785 -0.0255 -7.2171 0.009 -0.030 0.033
C -6.5376 0.0436 -8.0800 0.012 0.016 -0.013
C -6.0560 0.5853 -9.3031 -0.004 0.012 0.023
C -4.7192 0.8279 -9.1440 0.080 -0.011 -0.012
H -3.4479 0.5006 -7.4843 0.023 -0.091 -0.036
H -5.4210 -0.3860 -6.2031 -0.006 -0.005 -0.006
H -7.5468 -0.2595 -7.8579 0.003 0.012 0.005
H -6.6273 0.7752 -10.1962 0.001 0.011 0.007
H -3.9863 1.2223 -9.8285 -0.005 -0.030 -0.016
N 1.7179 0.8405 3.8972 0.030 0.076 -0.003
C 2.8196 0.0419 4.0135 0.000 -0.014 -0.032
C 3.8307 0.7935 4.5589 0.027 -0.045 -0.025
C 3.3121 2.0973 4.7804 -0.014 -0.008 0.004
C 2.0058 2.0899 4.3660 -0.002 0.003 -0.060
H 0.8299 0.5421 3.5272 -0.022 -0.058 0.096
H 2.7840 -0.9906 3.7041 -0.016 -0.005 0.033
H 4.8282 0.4504 4.7825 -0.011 0.008 0.047
H 3.8351 2.9386 5.2030 -0.003 -0.003 -0.001
H 1.2577 2.8640 4.3644 0.014 0.009 0.054
N -3.7153 4.1678 -8.3421 0.031 0.062 -0.026
C -3.5626 4.9252 -9.4707 0.019 -0.003 -0.002
C -3.8366 6.2267 -9.1433 -0.005 -0.007 0.001
C -4.1737 6.2527 -7.7624 0.003 -0.006 -0.002
C -4.0924 4.9668 -7.2984 0.014 -0.009 0.015
H -3.6068 3.1716 -8.3015 -0.133 -0.017 0.022
H -3.2753 4.4783 -10.4073 -0.006 0.002 0.002
H -3.8049 7.0656 -9.8184 0.003 -0.003 0.003
H -4.4507 7.1143 -7.1784 0.003 -0.004 -0.001
H -4.2755 4.5578 -6.3194 -0.013 0.001 -0.007
N 5.7813 -2.1584 3.8650 -0.019 0.022 -0.008
C 7.0894 -2.2020 3.4708 0.024 0.021 0.005
C 7.7008 -3.2218 4.1538 0.026 0.032 0.015
C 6.7188 -3.8139 4.9939 0.002 0.012 0.003
C 5.5466 -3.1347 4.7920 -0.006 -0.006 -0.005
H 5.0993 -1.5009 3.5301 0.018 0.023 0.002
H 7.4687 -1.5095 2.7381 -0.017 -0.037 -0.038
H 8.7344 -3.5134 4.0612 -0.014 -0.024 -0.038
H 6.8582 -4.6426 5.6677 -0.001 0.003 -0.003
H 4.5713 -3.2628 5.2296 0.007 0.006 0.006
N 10.5820 -1.5645 2.7430 0.000 0.030 -0.005
C 11.6270 -2.3872 3.0582 -0.002 -0.009 0.092
C 12.2908 -2.6901 1.8969 0.015 0.034 0.004
C 11.6141 -2.0229 0.8394 0.001 0.005 0.009
C 10.5643 -1.3404 1.3950 0.009 0.009 -0.002
H 9.9237 -1.1910 3.4040 -0.019 -0.040 0.006
H 11.8052 -2.6899 4.0771 -0.031 -0.035 -0.008
H 13.1584 -3.3242 1.8128 -0.011 -0.008 -0.002
H 11.8667 -2.0460 -0.2073 -0.001 0.000 0.004
H 9.8129 -0.7155 0.9433 0.005 -0.002 0.000
N -0.9989 -4.3834 -3.0110 0.021 0.022 -0.012
C -1.6154 -3.2268 -3.4009 -0.002 -0.009 0.025
C -1.4196 -3.0853 -4.7492 0.023 0.013 0.010
C -0.6529 -4.1999 -5.1879 -0.003 -0.002 0.007
C -0.4100 -4.9830 -4.0908 -0.002 -0.006 -0.005
H -0.9876 -4.7397 -2.0736 -0.016 -0.011 -0.001
H -2.1475 -2.6072 -2.6987 -0.045 -0.018 -0.025
H -1.7931 -2.2760 -5.3546 -0.007 -0.007 0.002
H -0.3236 -4.4057 -6.1928 0.000 0.000 0.005
H 0.1247 -5.9119 -3.9905 0.000 0.006 -0.001
N 14.3875 -1.3658 4.7403 0.002 0.028 -0.050
C 14.8036 -2.5293 5.3243 -0.012 -0.003 0.006
C 15.6094 -2.2045 6.3843 -0.002 0.005 -0.006
C 15.6824 -0.7861 6.4387 -0.004 -0.005 -0.006
C 14.9182 -0.2998 5.4101 0.001 -0.005 0.012
H 13.7850 -1.3103 3.9358 0.008 -0.009 -0.008
H 14.4943 -3.4867 4.9399 0.007 0.004 -0.001
H 16.0922 -2.9043 7.0459 -0.003 0.003 -0.002
H 16.2313 -0.1925 7.1507 -0.004 -0.002 -0.002
H 14.7080 0.7105 5.1033 0.004 -0.004 0.001
N -2.4801 2.3112 3.8815 -0.008 0.035 0.002
C -1.7024 3.4327 3.7920 0.031 -0.021 0.005
C -2.3549 4.4522 4.4350 0.010 0.000 -0.003
C -3.5784 3.9243 4.9278 0.010 -0.006 0.003
C -3.6248 2.6033 4.5678 0.002 -0.014 0.018
H -2.2624 1.4051 3.5002 -0.007 -0.006 0.012
H -0.7591 3.4204 3.2722 -0.024 -0.004 -0.034
H -1.9991 5.4645 4.5336 -0.002 -0.004 -0.005
H -4.3418 4.4544 5.4721 0.001 -0.002 -0.005
H -4.3803 1.8543 4.7344 -0.001 0.007 -0.009